1.
A molecular structure, C50H47As2F4N5OSSeY, computed with ωB97M-V with the def2-TZVPD basis set.

Output
molecular weight	1159.729	g mol⁻¹
gap between HOMO and LUMO	6.564	eV
total charge	-1
HOMO level	-4.18	eV
relative energy (zero: lowest compared OMol25 entry of this formula, charge and spin)	13.6	kcal per mole
lowest unoccupied orbital energy	0.088	Ha
E_tot	-9991.69723	Ha

Geometry (Å):
Y: 0.442 -0.210 -0.027
C: 1.876 3.407 -0.968
N: 1.529 2.660 0.232
C: 2.567 2.877 1.233
C: 0.224 3.130 0.688
C: -0.260 2.507 1.982
N: -0.465 1.065 1.869
C: -0.890 0.424 2.962
C: -1.015 -0.993 2.923
F: -0.680 -1.610 1.752
C: -1.458 -1.782 3.948
F: -1.545 -3.109 3.767
C: -1.848 -1.235 5.156
C: -1.744 0.140 5.254
F: -2.113 0.728 6.405
C: -1.287 0.943 4.232
F: -1.255 2.272 4.498
H: 1.934 4.489 -0.763
H: 1.130 3.244 -1.745
H: 2.845 3.073 -1.341
H: 2.604 3.933 1.551
H: 3.531 2.607 0.801
H: 2.409 2.239 2.098
H: -0.494 2.913 -0.108
H: 0.242 4.225 0.839
H: -1.195 3.019 2.236
H: 0.449 2.738 2.782
H: -2.217 -1.839 5.970
N: 4.878 -0.944 0.858
C: 3.632 -0.514 0.466
S: 2.438 -0.500 1.728
N: 3.549 -0.110 -0.767
N: 2.324 0.267 -1.265
C: 2.379 0.679 -2.480
C: 1.287 1.120 -3.318
C: 1.613 1.461 -4.638
C: 0.671 1.882 -5.550
C: -0.657 1.983 -5.140
C: -1.009 1.666 -3.846
C: -0.069 1.218 -2.896
O: -0.471 0.907 -1.688
H: 4.876 -1.508 1.688
H: 5.469 -1.269 0.107
H: 3.370 0.699 -2.938
H: 2.651 1.374 -4.944
H: 0.957 2.134 -6.563
H: -1.418 2.310 -5.839
H: -2.033 1.763 -3.521
C: -2.962 -1.499 -2.513
C: -3.838 -1.177 -1.306
As: -2.961 0.112 -0.089
C: -3.511 1.787 -0.937
C: -3.208 2.944 -0.222
C: -3.542 4.197 -0.709
C: -4.204 4.311 -1.924
C: -4.537 3.167 -2.632
C: -4.189 1.914 -2.142
C: -4.501 0.131 1.169
C: -4.355 -0.352 2.466
C: -5.431 -0.380 3.344
C: -6.674 0.072 2.934
C: -6.835 0.554 1.642
C: -5.758 0.586 0.771
As: -1.126 -2.050 -1.970
C: -0.517 -2.453 -3.794
C: 0.763 -2.087 -4.195
C: 1.189 -2.306 -5.498
C: 0.343 -2.906 -6.417
C: -0.930 -3.295 -6.024
C: -1.354 -3.066 -4.724
C: -1.552 -3.852 -1.323
C: -2.137 -3.966 -0.063
C: -2.290 -5.203 0.543
C: -1.852 -6.347 -0.107
C: -1.275 -6.246 -1.365
C: -1.121 -5.007 -1.967
H: -2.824 -0.618 -3.148
H: -3.431 -2.272 -3.119
H: -4.011 -2.083 -0.721
H: -4.821 -0.805 -1.605
H: -2.712 2.846 0.738
H: -3.282 5.084 -0.144
H: -4.464 5.288 -2.312
H: -5.062 3.247 -3.576
H: -4.460 1.032 -2.714
H: -3.388 -0.704 2.798
H: -5.290 -0.751 4.353
H: -7.515 0.056 3.617
H: -7.803 0.910 1.310
H: -5.894 0.982 -0.228
H: 1.443 -1.656 -3.475
H: 2.189 -2.013 -5.792
H: 0.671 -3.076 -7.436
H: -1.596 -3.780 -6.728
H: -2.343 -3.394 -4.428
H: -2.442 -3.075 0.475
H: -2.721 -5.271 1.534
H: -1.947 -7.315 0.371
H: -0.915 -7.135 -1.869
H: -0.631 -4.934 -2.929
Se: 1.596 -2.801 -0.832
C: 3.009 -3.985 -0.322
C: 3.383 -4.130 1.014
C: 4.383 -5.026 1.365
C: 5.020 -5.785 0.392
C: 4.651 -5.640 -0.940
C: 3.654 -4.745 -1.297
H: 2.878 -3.536 1.766
H: 4.663 -5.135 2.407
H: 5.798 -6.485 0.671
H: 5.144 -6.229 -1.705
H: 3.358 -4.625 -2.332


2.
A molecular structure, C37H37Cl2F4N6O4SV, computed with ωB97M-V with the def2-TZVPD basis set.

Output
multiplicity	4
molecular weight	859.650	g mol⁻¹
gap between HOMO and LUMO (alpha / beta)	5.490 / 7.313	eV
total charge	-1
HOMO level (alpha / beta)	-3.24 / -5.06	eV
relative energy (zero: lowest compared OMol25 entry of this formula, charge and spin)	58.5	kcal per mole
lowest unoccupied orbital energy (alpha / beta)	0.083 / 0.083	Ha
E_tot	-4723.83573	Ha

Geometry (Å):
V: 0.327 0.548 -0.854
C: -4.263 -1.507 -1.435
C: -3.634 -1.787 -0.075
N: -2.835 -0.684 0.442
C: -2.274 -0.963 1.746
C: -1.209 -2.052 1.713
C: -3.391 0.658 0.345
C: -2.471 1.563 -0.447
N: -1.097 1.512 0.087
C: -0.805 2.216 1.259
C: 0.256 1.762 2.054
F: 0.850 0.589 1.722
C: 0.699 2.399 3.181
F: 1.746 1.880 3.848
C: 0.080 3.537 3.652
C: -1.004 3.970 2.932
F: -1.682 5.063 3.338
C: -1.449 3.334 1.782
F: -2.522 3.883 1.174
H: -4.472 -2.445 -1.956
H: -3.574 -0.933 -2.062
H: -5.199 -0.951 -1.365
H: -2.962 -2.638 -0.197
H: -4.411 -2.089 0.652
H: -3.067 -1.245 2.463
H: -1.825 -0.041 2.116
H: -1.643 -3.053 1.665
H: -0.587 -1.993 2.609
H: -0.564 -1.930 0.840
H: -3.541 1.086 1.345
H: -4.372 0.644 -0.136
H: -2.864 2.573 -0.470
H: -2.450 1.204 -1.473
H: 0.434 4.062 4.529
Cl: 7.518 2.743 -0.492
C: 5.771 2.529 -0.394
C: 4.996 3.530 0.198
C: 3.626 3.374 0.259
Cl: 2.671 4.630 1.015
C: 2.941 2.254 -0.270
O: 1.652 2.185 -0.225
C: 3.788 1.231 -0.833
C: 3.210 0.064 -1.334
O: 1.881 -0.091 -1.316
C: 5.190 1.399 -0.894
H: 5.462 4.417 0.606
H: 3.792 -0.750 -1.736
H: 5.801 0.622 -1.341
C: 0.032 -5.227 -0.338
N: 0.718 -4.962 0.917
C: 1.753 -4.115 1.039
S: 2.470 -3.293 -0.239
N: 2.229 -3.970 2.312
C: 1.529 -4.422 3.497
H: 0.439 -6.109 -0.837
H: 0.134 -4.367 -0.992
H: -1.026 -5.383 -0.134
H: 0.379 -5.422 1.741
H: 2.855 -3.186 2.397
H: 1.449 -5.511 3.521
H: 0.527 -3.996 3.590
H: 2.107 -4.129 4.369
O: -0.423 1.655 -3.460
C: -0.722 0.480 -3.484
N: -1.193 -0.223 -4.582
C: -1.192 -1.657 -4.312
C: -0.979 -1.643 -2.775
O: -1.064 -2.643 -2.094
N: -0.680 -0.371 -2.371
C: -2.522 -2.322 -4.657
C: -3.613 -1.577 -5.078
C: -4.829 -2.197 -5.362
C: -4.962 -3.570 -5.219
C: -3.872 -4.322 -4.784
C: -2.661 -3.703 -4.508
C: 0.009 -2.348 -4.973
C: 1.216 -2.481 -4.286
C: 2.335 -2.998 -4.927
C: 2.264 -3.384 -6.258
C: 1.063 -3.261 -6.947
C: -0.058 -2.748 -6.306
H: -0.960 0.136 -5.493
H: -3.513 -0.503 -5.171
H: -5.673 -1.600 -5.688
H: -5.906 -4.054 -5.443
H: -3.968 -5.395 -4.660
H: -1.817 -4.286 -4.159
H: 1.290 -2.193 -3.243
H: 3.264 -3.094 -4.378
H: 3.142 -3.777 -6.757
H: 0.999 -3.562 -7.986
H: -0.997 -2.662 -6.844


3.
A molecular structure, C16H10N6O3Pb, computed with ωB97M-V with the def2-TZVPD basis set.

Output
molecular weight	541.495	g mol⁻¹
gap between HOMO and LUMO (alpha / beta)	7.600 / 6.994	eV
total charge	+2
HOMO level (alpha / beta)	-16.50 / -16.53	eV
lowest unoccupied orbital energy (alpha / beta)	-0.327 / -0.350	Ha
E_tot	-1362.23906	Ha

Geometry (Å):
Pb: -0.123 -0.474 -1.665
O: -1.680 1.552 1.972
C: -1.170 1.339 0.866
N: -1.361 0.172 0.214
C: -2.147 -0.660 0.934
O: -2.602 -0.320 2.033
C: -2.450 -1.994 0.354
C: -3.373 -2.835 0.938
C: -3.628 -4.054 0.315
C: -2.949 -4.365 -0.847
C: -2.028 -3.454 -1.357
N: -1.779 -2.287 -0.773
C: -0.339 2.371 0.191
C: -0.205 3.636 0.723
C: 0.541 4.569 0.007
C: 1.102 4.193 -1.199
C: 0.920 2.890 -1.654
N: 0.219 1.988 -0.971
H: -3.883 -2.541 1.845
H: -4.349 -4.742 0.734
H: -3.120 -5.299 -1.363
H: -1.479 -3.676 -2.264
H: -0.682 3.885 1.661
H: 0.668 5.574 0.386
H: 1.675 4.890 -1.793
H: 1.346 2.568 -2.596
N: 3.023 -1.185 1.720
C: 2.569 -0.745 0.562
O: 1.419 -0.990 0.149
C: 3.505 0.075 -0.259
C: 4.585 0.750 0.308
N: 5.471 1.326 0.782
C: 3.163 0.232 -1.610
N: 2.747 0.377 -2.678
H: 2.424 -1.748 2.307
H: 3.970 -1.016 2.027


4.
A single C2H2Cl3F molecule, computed with ωB97M-V with the def2-TZVPD basis set.

Output
molecular weight	151.395	g mol⁻¹
gap between HOMO and LUMO	11.212	eV
SMILES	F[C@@H](Cl)C(Cl)Cl
HOMO level	-10.45	eV
relative energy (zero: lowest compared OMol25 entry of this formula, charge and spin)	24.8	kcal per mole
lowest unoccupied orbital energy	0.028	Ha
E_tot	-1557.81111	Ha

Geometry (Å):
F: -2.101 0.005 -0.674
C: -0.834 -0.128 -0.719
Cl: -0.068 0.117 -2.243
C: -0.178 1.096 0.387
Cl: -0.571 2.694 -0.336
Cl: -0.996 0.777 1.839
H: -0.520 -1.138 -0.495
H: 0.978 0.913 0.344


5.
A molecular structure, C24H43Cl2EuN4O4SeSi, computed with ωB97M-V with the def2-TZVPD basis set.

Output
multiplicity	7
molecular weight	781.548	g mol⁻¹
gap between HOMO and LUMO (alpha / beta)	7.062 / 8.194	eV
HOMO level (alpha / beta)	-7.78 / -7.79	eV
relative energy (zero: lowest compared OMol25 entry of this formula, charge and spin)	0.0	kcal per mole
lowest unoccupied orbital energy (alpha / beta)	-0.027 / 0.015	Ha
E_tot	-5782.14196	Ha

Geometry (Å):
C: -1.376 -3.090 -1.885
C: -0.011 -2.662 -2.333
H: -2.097 -3.097 -2.712
H: -1.737 -2.422 -1.089
H: -1.339 -4.117 -1.483
C: 0.443 -2.760 -3.594
C: -0.319 -3.299 -4.758
H: 1.478 -2.485 -3.811
H: -1.387 -3.442 -4.556
H: 0.087 -4.275 -5.062
H: -0.221 -2.638 -5.632
Eu: 0.039 0.834 0.672
Cl: -2.258 -0.317 0.984
C: 3.276 0.503 0.575
O: 2.410 1.374 0.288
N: 4.587 0.704 0.461
C: 5.093 2.022 0.103
C: 5.570 -0.350 0.696
H: 2.976 -0.507 0.920
H: 4.249 2.714 0.031
H: 5.630 1.963 -0.854
H: 5.806 2.360 0.867
H: 5.076 -1.267 1.042
H: 6.304 -0.025 1.448
H: 6.117 -0.567 -0.233
H: 0.624 3.808 5.153
H: -0.708 2.075 6.324
C: -0.246 3.989 4.511
C: -1.503 2.124 5.568
N: -0.976 2.740 4.354
H: 0.088 4.328 3.530
C: -1.140 2.206 3.149
O: -0.588 2.662 2.112
H: -1.864 1.108 5.351
H: -1.746 1.281 3.076
H: -0.907 4.720 4.992
H: -2.333 2.733 5.963
H: -1.435 -0.591 -2.886
H: 0.731 -0.164 -4.558
C: -1.534 0.505 -2.943
C: 0.437 0.888 -4.432
N: -0.210 1.097 -3.142
H: -1.977 0.884 -2.014
C: 0.358 1.900 -2.233
O: -0.219 2.314 -1.194
H: 1.332 1.523 -4.476
H: 1.409 2.172 -2.460
H: -2.155 0.757 -3.813
H: -0.257 1.156 -5.240
O: 0.401 -0.822 -0.887
C: 0.860 -2.072 -1.222
C: 2.880 -0.998 -2.343
C: 2.367 -2.022 -1.543
H: 2.206 -0.181 -2.644
C: 4.219 -1.034 -2.746
H: 0.697 -2.718 -0.333
C: 3.204 -3.020 -1.044
H: 4.599 -0.263 -3.424
C: 5.050 -2.061 -2.285
C: 4.545 -3.039 -1.423
H: 2.781 -3.783 -0.382
H: 6.087 -2.118 -2.622
H: 5.192 -3.836 -1.053
Si: -5.725 0.080 1.682
Cl: -5.162 -1.074 0.024
C: -5.841 1.853 1.093
C: -4.760 -0.336 3.227
C: -7.517 -0.414 2.053
H: -5.006 2.105 0.427
H: -5.882 2.581 1.916
H: -6.781 1.956 0.525
H: -8.144 -0.139 1.194
H: -7.923 0.080 2.948
H: -7.596 -1.499 2.190
H: -3.669 -0.343 3.078
H: -5.070 -1.338 3.563
H: -5.011 0.366 4.038
Se: 2.544 1.849 4.768
C: 1.719 0.786 3.612
N: 1.156 0.085 2.831


6.
A single C16H19N3O3 molecule, computed with ωB97M-V with the def2-TZVPD basis set.

Output
molecular weight	301.346	g mol⁻¹
gap between HOMO and LUMO	9.925	eV
SMILES	O=C(CN1C(=O)N[C@H](CCc2ccccc2)C1=O)NC1CC1
HOMO level	-9.34	eV
relative energy (zero: lowest compared OMol25 entry of this formula, charge and spin)	23.7	kcal per mole
lowest unoccupied orbital energy	0.022	Ha
E_tot	-1011.13766	Ha

Geometry (Å):
O: -5.400 -0.619 0.567
C: -4.274 -0.214 0.387
C: -3.093 -0.828 1.140
N: -1.909 -1.033 0.343
C: -1.923 -1.631 -0.927
O: -2.895 -2.022 -1.511
N: -0.635 -1.623 -1.355
C: 0.292 -1.142 -0.363
C: 1.273 -2.225 0.111
C: 2.283 -1.676 1.125
C: 3.129 -0.591 0.519
C: 4.195 -0.908 -0.313
C: 4.953 0.091 -0.898
C: 4.652 1.421 -0.660
C: 3.591 1.747 0.169
C: 2.834 0.747 0.754
C: -0.652 -0.695 0.748
O: -0.369 -0.152 1.786
N: -4.024 0.827 -0.437
C: -2.795 1.493 -0.710
C: -2.805 2.993 -0.726
C: -2.114 2.265 0.384
H: -3.447 -1.783 1.543
H: -2.805 -0.177 1.972
H: -0.351 -2.099 -2.193
H: 0.864 -0.282 -0.736
H: 0.709 -3.047 0.558
H: 1.803 -2.609 -0.764
H: 1.744 -1.283 1.988
H: 2.918 -2.500 1.457
H: 4.438 -1.945 -0.497
H: 5.783 -0.169 -1.540
H: 5.244 2.201 -1.115
H: 3.354 2.783 0.361
H: 2.007 0.998 1.403
H: -4.843 1.158 -0.933
H: -2.169 0.998 -1.449
H: -2.208 3.500 -1.469
H: -3.736 3.489 -0.499
H: -1.036 2.265 0.423
H: -2.583 2.276 1.356


7.
A single C4H6ClNS molecule, computed with ωB97M-V with the def2-TZVPD basis set.

Output
molecular weight	135.619	g mol⁻¹
gap between HOMO and LUMO	9.114	eV
SMILES	S=C1NC[C@H]1CCl
HOMO level	-8.47	eV
relative energy (zero: lowest compared OMol25 entry of this formula, charge and spin)	22.4	kcal per mole
lowest unoccupied orbital energy	0.024	Ha
E_tot	-1069.10287	Ha

Geometry (Å):
S: 0.069 1.566 -2.240
C: 0.288 0.383 -1.114
N: 1.253 -0.543 -0.885
C: 0.400 -1.225 0.180
C: -0.649 -0.137 -0.107
C: -0.873 0.896 0.989
Cl: 0.657 1.463 1.907
H: 2.180 -0.562 -1.256
H: 0.189 -2.293 -0.339
H: 0.856 -1.403 1.201
H: -1.644 -0.362 -0.578
H: -1.404 0.449 1.754
H: -1.322 1.769 0.490


Among the records above, which one has the highest E_tot?
C16H19N3O3


E_tot of number 7 (C4H6ClNS)?
-1069.10287 Ha


What is the E_tot in the seventh record?
-1069.10287 Ha


The highest molecular weight belongs to which entry?
C50H47As2F4N5OSSeY